Entry from the OMol25 dataset: a 2-piece molecular cluster, C8H15NSi overall at a distorted geometry (ωB97M-V/def2-TZVPD).

```
25
C8H15NSi (ωB97M-V/def2-TZVPD)
C -0.814 2.307 -2.464
C -2.147 1.037 1.565
C 2.702 1.007 1.954
C 0.038 1.325 -2.416
C -0.836 1.223 1.419
C 2.143 0.010 1.270
C -1.318 -1.779 -0.547
C 0.460 -2.800 0.707
N -0.223 -1.577 0.369
Si 0.369 -0.008 0.719
H -1.071 2.856 -3.376
H -1.339 2.654 -1.585
H -2.801 1.822 1.912
H -2.616 0.087 1.370
H 3.751 1.014 2.207
H 2.133 1.853 2.297
H 0.626 0.889 -3.202
H -0.432 2.206 1.627
H 2.778 -0.803 0.941
H -2.107 -2.374 -0.076
H -1.724 -0.819 -0.854
H -0.978 -2.311 -1.442
H 0.992 -3.214 -0.158
H 1.172 -2.625 1.509
H -0.266 -3.546 1.044
```

Values from the calculation:
gap between HOMO and LUMO (alpha / beta)	6.04 / 7.93	eV
charge	0
energy above the lowest of the compared OMol25 structures with the same formula, charge and spin	127.3	kcal per mole

Atomic partial charges in e from the Löwdin method, atoms 1 to 4: C -0.18; C -0.06; C -0.07; C -0.06



Entry from the OMol25 dataset: C8H15O2V as an isolated structure at a distorted geometry (ωB97M-V/def2-TZVPD).

```
26
C8H15O2V (ωB97M-V/def2-TZVPD)
C 3.563 1.120 0.135
C 3.002 0.896 -1.088
C 2.488 -0.322 -1.508
C 1.924 -1.339 -0.611
C 0.710 -0.738 0.151
C -0.375 -0.149 -0.758
C -1.782 -0.323 -0.162
C -2.599 0.976 -0.021
H 4.055 0.324 0.683
H 3.541 2.110 0.575
H 2.948 1.723 -1.791
H 1.958 -0.211 -2.452
H 1.572 -2.186 -1.204
H 2.670 -1.704 0.104
H 0.296 -1.530 0.778
H 1.115 0.036 0.810
H -0.319 -0.635 -1.738
H -0.158 0.910 -0.937
H -1.715 -0.795 0.821
H -2.342 -0.991 -0.819
H -3.592 0.845 -0.450
H -2.699 1.218 1.037
H -2.159 1.831 -0.539
O -2.551 -1.144 2.960
V -4.059 -0.387 3.071
O -5.493 0.463 2.955
```

Values from the calculation:
gap between HOMO and LUMO	1.81	eV
charge	0

Atomic partial charges in e from the Löwdin method, atoms 1 to 4: C 0.14; C -0.15; C -0.01; C -0.19



Entry from the OMol25 dataset: an isolated ion of composition C8H16BN2O2 and charge +1 (ωB97M-V/def2-TZVPD).

```
29
C8H16BN2O2 (ωB97M-V/def2-TZVPD)
C 4.128 -1.214 -0.698
C 3.633 0.230 -0.577
C 2.311 0.328 0.206
C 1.097 0.408 -0.719
O -0.020 -0.412 -0.281
C -0.760 0.064 0.707
C -0.470 0.632 1.905
N -1.691 0.877 2.505
C -2.670 0.472 1.716
N -2.141 -0.032 0.601
B -2.965 -0.618 -0.549
C -3.943 0.311 -1.317
O -2.732 -1.921 -0.747
H 3.318 -1.889 -0.991
H 4.923 -1.292 -1.442
H 4.538 -1.553 0.256
H 4.388 0.815 -0.047
H 3.515 0.675 -1.568
H 2.335 1.209 0.856
H 2.181 -0.545 0.855
H 0.740 1.431 -0.866
H 1.346 0.003 -1.701
H 0.484 0.861 2.343
H -1.835 1.305 3.408
H -3.725 0.523 1.935
H -3.483 1.280 -1.528
H -4.820 0.532 -0.692
H -4.308 -0.132 -2.244
H -3.374 -2.350 -1.326
```

Values from the calculation:
gap between HOMO and LUMO	10.47	eV
SMILES	CCCCOc1c[nH]c[n+]1B(C)O
charge	+1

Atomic partial charges in e from the Löwdin method, atoms 1 to 4: C -0.10; C -0.25; C -0.19; C -0.13



Entry from the OMol25 dataset: an isolated ion of composition C8H16Cl3N4 and charge +1 at a distorted geometry (ωB97M-V/def2-TZVPD).

```
31
C8H16Cl3N4 (ωB97M-V/def2-TZVPD)
C 1.915 -3.011 -0.053
N 2.317 -2.091 -1.129
C 2.521 -0.726 -0.689
C 1.313 -0.049 -0.036
C 0.010 -0.164 -0.687
N -0.767 0.776 -0.334
C -2.170 0.818 -0.846
N -3.144 1.147 0.178
C -4.336 0.254 0.126
C -0.162 1.758 0.538
Cl -0.723 1.707 2.176
Cl -0.531 3.339 -0.174
C 1.448 1.397 0.447
N 2.002 1.376 1.757
Cl 2.325 2.474 -0.617
H 2.236 -4.023 -0.245
H 0.832 -3.028 0.078
H 2.314 -2.685 0.895
H 1.588 -2.095 -1.831
H 2.867 -0.150 -1.535
H 3.328 -0.693 0.030
H 1.116 -0.577 0.901
H -0.288 -0.933 -1.370
H -2.369 -0.172 -1.242
H -2.212 1.496 -1.688
H -2.705 0.969 1.073
H -4.179 -0.602 0.775
H -5.163 0.802 0.545
H -4.553 -0.054 -0.883
H 2.578 0.558 1.912
H 2.590 2.183 1.928
```

Values from the calculation:
gap between HOMO and LUMO	8.04	eV
SMILES	CNC[C@@H]1C=[N+](CNC)C(Cl)(Cl)[C@]1(N)Cl
charge	+1

Atomic partial charges in e from the Löwdin method, atoms 1 to 4: C -0.10; N -0.09; C -0.20; C -0.27



Entry from the OMol25 dataset: C8H16Cl4FHfO6 as an isolated structure at a distorted geometry (ωB97M-V/def2-TZVPD).

```
36
C8H16Cl4FHfO6 (ωB97M-V/def2-TZVPD)
Hf -8.317 19.462 6.211
F -9.461 16.708 7.743
C -8.970 18.981 12.219
O -7.801 19.768 12.344
C -7.175 20.388 11.293
O -7.538 20.280 10.054
O -6.032 20.791 11.743
C -5.158 21.513 10.908
H -9.802 19.598 11.880
H -9.054 18.447 13.166
H -8.929 18.130 11.539
H -4.686 20.803 10.229
H -4.381 21.900 11.567
H -5.590 22.278 10.263
C -9.634 13.875 2.934
O -8.346 14.096 2.394
C -7.515 15.054 2.829
O -7.737 15.906 3.706
O -6.285 15.028 2.246
C -6.033 14.202 1.090
H -9.822 13.003 3.561
H -10.390 13.980 2.156
H -9.842 14.710 3.603
H -5.004 14.338 0.759
H -6.742 14.418 0.291
H -6.075 13.130 1.285
C -14.410 16.223 6.020
Cl -15.034 15.421 7.532
Cl -15.373 15.538 4.630
H -14.611 17.289 6.130
H -13.328 16.120 5.944
C -10.945 12.596 9.483
Cl -10.248 13.080 11.068
Cl -12.036 11.181 9.584
H -11.570 13.459 9.250
H -10.197 12.452 8.703
```

Values from the calculation:
gap between HOMO and LUMO	1.54	eV
charge	+3

Atomic partial charges in e from the Löwdin method, atoms 1 to 4: Hf 1.69; F -0.65; C 0.00; O 0.06



Entry from the OMol25 dataset: a 2-piece molecular cluster, C8H16F2NO2P overall at a distorted geometry (ωB97M-V/def2-TZVPD).

```
30
C8H16F2NO2P (ωB97M-V/def2-TZVPD)
C -2.966 -1.252 -0.475
C -2.567 -2.667 0.062
C -1.648 -0.432 -0.441
C -1.090 -2.526 0.162
C 2.826 1.946 1.028
C 0.905 0.568 1.949
C 2.102 0.519 0.968
C 0.384 2.517 -2.153
N -0.639 -1.393 -0.144
O 1.942 -2.354 -0.009
O 1.407 0.191 -0.182
F -0.294 3.335 -1.233
F -0.587 2.033 -2.994
P 1.348 -1.319 -0.857
H -3.299 -1.386 -1.433
H -3.853 -0.798 0.109
H -3.127 -2.909 0.948
H -2.708 -3.432 -0.635
H -1.446 -0.102 -1.463
H -1.500 0.252 0.357
H 0.800 1.548 -1.753
H -0.487 -3.398 0.384
H 3.026 2.267 2.083
H 3.840 1.892 0.472
H 2.151 2.532 0.501
H 0.334 1.559 1.963
H 1.296 0.313 2.938
H 0.150 -0.178 1.715
H 2.757 -0.409 1.103
H 0.942 3.082 -2.970
```

Values from the calculation:
gap between HOMO and LUMO	9.27	eV
charge	0
energy above the lowest of the compared OMol25 structures with the same formula, charge and spin	0.0	kcal per mole

Atomic partial charges in e from the Löwdin method, atoms 1 to 4: C -0.11; C -0.12; C -0.16; C -0.11



Number 1: E_tot -17901.8321 eV. Number 2: E_tot -38313.4880 eV. Number 3: E_tot -16303.1852 eV. Number 4: E_tot -52075.1305 eV. Number 5: E_tot -74907.5709 eV. Number 6: E_tot -28863.1677 eV.